# 1
Molecular formula: C13H16N4OS
Method: DFT, wB97M-V/def2-TZVPD

Calculated values
HOMO: -8.154 eV
relative energy (zero: lowest compared OMol25 entry of this formula, charge and spin): 43.8 kcal per mole
charge: 0
F_max: 0.0220 Eh/bohr
LUMO energy: 0.45 eV
frontier orbital gap: 8.60 eV

Last column: Löwdin charge in e.
Positions of all 35 atoms, in Å:
C 1.489 1.067 -1.986  -0.031
C 1.082 1.811 -0.763  -0.317
N 0.134 2.730 -0.808  0.074
N 0.005 3.186 0.439  0.021
C 0.851 2.585 1.302  -0.259
C 0.869 2.901 2.752  -0.011
C 1.581 1.679 0.554  -0.169
C 2.625 0.730 1.048  -0.131
C 2.017 -0.292 2.027  -0.097
C 0.642 -0.718 1.540  -0.474
O -0.384 -0.438 2.121  0.076
N 0.707 -1.431 0.377  0.045
N -0.266 -1.890 -0.445  0.074
C -1.511 -1.718 -0.211  -0.165
C -2.469 -2.237 -1.140  -0.519
C -2.261 -2.930 -2.307  -0.123
C -3.456 -3.286 -2.953  -0.189
C -4.562 -2.864 -2.280  -0.419
S -4.167 -2.022 -0.840  1.038
H 1.072 0.059 -1.976  0.060
H 1.104 1.586 -2.859  0.077
H 2.573 0.998 -2.058  0.075
H -0.686 3.889 0.647  0.156
H 1.884 2.850 3.140  0.083
H 0.471 3.897 2.933  0.079
H 0.256 2.180 3.295  0.082
H 3.069 0.216 0.193  0.104
H 3.424 1.277 1.557  0.117
H 1.885 0.162 3.008  0.113
H 2.670 -1.161 2.131  0.117
H 1.624 -1.624 -0.005  0.143
H -1.904 -1.197 0.658  0.104
H -1.277 -3.165 -2.666  0.107
H -3.498 -3.832 -3.879  0.100
H -5.592 -2.999 -2.545  0.058

# 2
Molecular formula: C13H16N7ORhS
Method: DFT, wB97M-V/def2-TZVPD

Calculated values
HOMO (spin up / spin down): -12.917 / -15.548 eV
relative energy (zero: lowest compared OMol25 entry of this formula, charge and spin): 0.0 kcal per mole
<S²>: 6.043
charge: +2
F_max: 0.0230 Eh/bohr
spin multiplicity: 5
LUMO energy (spin up / spin down): -6.75 / -9.01 eV
frontier orbital gap (spin up / spin down): 6.17 / 6.54 eV

Last column: Löwdin spin population.
Positions of all 39 atoms, in Å:
Rh 0.422 0.376 0.374  1.599
C -0.596 4.393 -0.810  0.047
C -0.603 2.932 -0.561  0.366
N 0.596 2.212 -0.348  0.317
N 1.701 2.882 -0.279  0.272
C 2.737 2.273 0.285  0.150
N 3.944 2.785 0.149  0.197
S 2.473 0.831 1.268  0.273
C -1.747 2.137 -0.448  0.064
C -3.044 2.554 -0.819  0.116
C -4.097 1.678 -0.726  0.032
C -3.873 0.375 -0.267  0.123
C -2.595 0.015 0.113  0.053
N -1.562 0.859 0.054  0.166
H 0.406 4.748 -1.018  0.000
H -0.982 4.930 0.062  0.020
H -1.242 4.648 -1.651  0.011
H 4.079 3.608 -0.423  0.003
H 4.745 2.368 0.598  0.007
H -3.184 3.556 -1.199  0.006
H -5.091 1.994 -1.010  -0.001
H -4.681 -0.336 -0.187  0.006
H -2.400 -0.976 0.503  0.001
C 2.049 -3.740 -1.818  0.002
N 1.363 -3.386 -0.569  0.004
C 1.113 -4.308 0.398  0.002
C 0.519 -3.985 1.569  -0.001
C 0.154 -2.628 1.779  0.002
N 0.413 -1.730 0.817  0.010
C 1.026 -2.084 -0.342  0.014
O 1.261 -1.173 -1.161  0.135
N -0.440 -2.209 2.891  0.002
H 1.820 -4.770 -2.079  0.000
H 3.125 -3.623 -1.702  0.000
H 1.710 -3.082 -2.610  0.001
H 1.417 -5.322 0.176  0.000
H 0.337 -4.735 2.323  0.000
H -0.636 -2.838 3.652  0.000
H -0.635 -1.231 3.016  0.001